[1]
Here is a molecular structure, C46H63FN5O3Pb from the Open Molecules 2025 dataset. Energies are from ωB97M-V/def2-TZVPD.

Computed properties:
Total charge ... +1
Lowest unoccupied orbital energy (alpha / beta) ... -4.76 / -4.24 eV
Calculated total energy ... -70277.3057 eV
Energy relative to the best compared isomer or geometry (same formula, charge and spin) ... 11.9 kcal/mol
Highest occupied orbital energy (alpha / beta) ... -10.485 / -10.820 eV
Kohn-Sham gap (alpha / beta) ... 5.722 / 6.582 eV

Element x y z (Å)
Pb -1.24636 0.50568 0.45573
C 1.44190 0.32597 -4.34176
N 0.99368 -0.17186 -3.05676
C -0.39175 -0.57451 -3.06753
C 1.87453 -1.17102 -2.48806
C 1.79932 -1.35784 -0.96751
N 1.72514 -0.16145 -0.11125
C 2.48247 0.95856 -0.69529
C 2.49225 2.21923 0.12020
C 3.67374 2.76280 0.52134
C 3.74181 4.00080 1.20138
C 2.54237 4.66882 1.47973
C 1.30576 4.20280 1.09465
C 1.25180 2.94820 0.34198
O 0.17343 2.52942 -0.14442
C 0.03097 4.96727 1.43682
C -0.78048 5.28333 0.16590
C 0.33356 6.29819 2.12937
C -0.81326 4.11069 2.39545
C 5.10034 4.56241 1.58582
C 5.80923 3.56089 2.51241
C 4.99782 5.90636 2.30639
C 5.92936 4.75385 0.30455
C 2.28724 -0.45728 1.21014
C 1.70453 -1.61932 1.97429
C 2.45889 -2.72274 2.22424
C 2.01020 -3.76994 3.06594
C 0.75928 -3.63656 3.68729
C -0.05946 -2.54576 3.51499
C 0.40399 -1.48383 2.62351
O -0.25684 -0.42464 2.48128
C -1.39094 -2.41828 4.24670
C -2.54030 -2.31713 3.22901
C -1.37359 -1.15926 5.13401
C -1.66557 -3.62251 5.14853
C 2.92484 -4.95052 3.33002
C 2.23445 -6.06610 4.11619
C 3.43230 -5.53089 2.00063
C 4.11985 -4.43503 4.15500
H 1.43358 -0.44392 -5.12936
H 2.45707 0.71436 -4.25388
H 0.79146 1.14100 -4.65917
H -0.58482 -1.43195 -3.73582
H -1.02082 0.25807 -3.38405
H -0.69672 -0.86164 -2.05994
H 2.89916 -0.92362 -2.76887
H 1.66078 -2.16385 -2.92095
H 2.69561 -1.93682 -0.69376
H 0.94258 -1.99283 -0.73726
H 2.02614 1.17876 -1.65954
H 3.52870 0.65590 -0.86188
H 4.58989 2.22747 0.30149
H 2.59473 5.60284 2.01290
H -0.16666 5.82366 -0.55812
H -1.62508 5.91851 0.43608
H -1.16496 4.38346 -0.30393
H 0.94746 6.95124 1.50590
H 0.82901 6.16043 3.09246
H -0.60840 6.81323 2.31664
H -1.14867 3.18752 1.92891
H -1.70485 4.66488 2.69221
H -0.24557 3.86894 3.29733
H 5.22392 3.39033 3.41776
H 6.78295 3.95644 2.80462
H 5.97105 2.59886 2.02504
H 4.43762 5.82176 3.23930
H 4.52359 6.66482 1.68135
H 5.99917 6.25951 2.55298
H 6.11555 3.80840 -0.20575
H 6.89483 5.19484 0.55630
H 5.41915 5.42136 -0.39175
H 2.15296 0.43291 1.83083
H 3.37195 -0.62831 1.11310
H 3.44429 -2.78548 1.77927
H 0.42639 -4.43300 4.33131
H -2.41417 -1.46586 2.56268
H -3.48488 -2.19170 3.76058
H -2.60993 -3.22394 2.62335
H -1.29052 -0.25000 4.54404
H -0.53807 -1.19600 5.83604
H -2.29950 -1.11467 5.70898
H -1.72544 -4.55523 4.58371
H -2.62684 -3.47526 5.64091
H -0.90870 -3.72825 5.92776
H 1.34414 -6.43131 3.60051
H 1.95122 -5.74256 5.11882
H 2.92257 -6.90402 4.22657
H 2.59936 -5.83879 1.36571
H 4.04931 -6.40740 2.20038
H 4.04253 -4.81930 1.44466
H 3.78227 -4.00958 5.10137
H 4.67868 -3.66756 3.61777
H 4.79825 -5.26108 4.37269
F -2.80290 1.65812 1.23864
O -0.45195 -4.25039 0.59699
C -0.67436 -3.14683 0.60195
C -5.55369 -1.63063 0.04013
C -4.41527 -0.90520 0.34948
N -3.23657 -1.16177 -0.22172
C -3.16938 -2.11759 -1.14746
C -4.26067 -2.86601 -1.55593
C -5.47377 -2.62094 -0.92204
C -4.14786 -3.82533 -2.67983
C -4.31998 -5.14091 -2.61388
C -4.51061 -5.92878 -1.37787
C -5.11074 -7.17950 -1.42751
C -5.26534 -7.85659 -0.23155
N -4.82653 -7.36670 0.92493
C -4.23629 -6.17832 0.85812
N -4.06351 -5.42701 -0.22155
H -6.48640 -1.41133 0.54024
H -4.43168 -0.08528 1.05911
H -2.19124 -2.32197 -1.56912
H -6.34624 -3.20318 -1.19107
H -3.94239 -3.38087 -3.64867
H -4.29915 -5.71508 -3.53310
H -5.44854 -7.60404 -2.36290
H -5.75611 -8.82230 -0.19340
H -3.85227 -5.77692 1.78972

=====

[2]
Here is 7 unconnected molecules or ions with the total composition C28H52F6O14 from the Open Molecules 2025 dataset. Energies are from ωB97M-V/def2-TZVPD.

Computed properties:
Total charge ... 0
SMILES ... CCOC(=O)C(F)(F)F.CCOC(=O)C(F)(F)F.O=C1CCCO1.O=C1CCCO1.COCCOC.COCCOC.COCCOC
Lowest unoccupied orbital energy ... 0.63 eV
Calculated total energy ... -74846.5284 eV
Highest occupied orbital energy ... -9.544 eV
Kohn-Sham gap ... 10.170 eV

Element x y z (Å)
C -0.88820 -4.14461 2.22521
O 0.33406 -3.39972 2.31641
C 0.72440 -3.29483 3.66363
C 1.73677 -2.19786 3.88066
O 2.89922 -2.43743 3.12231
C 3.99103 -1.66275 3.53643
H -0.98701 -4.39976 1.17518
H -1.70782 -3.51315 2.57084
H -0.83003 -5.03022 2.85994
H 1.20816 -4.23724 3.95624
H -0.10419 -3.12933 4.36009
H 1.94922 -2.13438 4.95467
H 1.31875 -1.22341 3.59355
H 3.71171 -0.60879 3.68709
H 4.76583 -1.69346 2.77561
H 4.35305 -1.98383 4.52143
C 3.77268 -1.65733 -0.39849
O 4.04858 -2.20310 -1.67320
C 3.55485 -1.46111 -2.74923
C 3.93603 0.02249 -2.79253
O 3.14131 0.76943 -1.87394
C 3.24343 2.16930 -2.02907
H 2.70730 -1.52642 -0.19681
H 4.35626 -0.73844 -0.29247
H 4.17141 -2.32094 0.37150
H 2.45727 -1.46075 -2.80742
H 3.85965 -1.87216 -3.71123
H 3.80347 0.47466 -3.78206
H 4.99251 0.19540 -2.55021
H 2.69788 2.55924 -1.16418
H 2.69980 2.46004 -2.93003
H 4.23456 2.62133 -1.94480
C 6.42180 2.25066 -0.41866
O 5.74458 3.19505 0.37658
C 5.55766 2.71297 1.68549
C 4.39628 1.75745 1.92304
O 3.15199 2.39549 1.78549
C 2.08478 1.55119 2.08099
H 5.81452 1.35517 -0.58628
H 7.38634 1.94624 0.00567
H 6.65499 2.71280 -1.37775
H 5.39458 3.56274 2.35548
H 6.47731 2.22925 2.03225
H 4.58954 1.25497 2.87637
H 4.40237 1.02790 1.09392
H 1.99323 0.70879 1.37754
H 1.12371 2.04601 1.93207
H 2.07810 1.19447 3.11581
O -4.53036 -1.28473 1.69291
C -5.29258 -1.27902 0.76781
O -5.72567 -2.40934 0.19672
C -6.39499 -2.10962 -1.02938
C -6.82469 -0.63675 -0.95753
C -5.92188 -0.06168 0.13674
H -7.22516 -2.80416 -1.14602
H -5.79491 -2.26037 -1.93016
H -7.90975 -0.57385 -0.85819
H -6.66609 -0.07212 -1.87817
H -6.42114 0.55397 0.87914
H -5.06301 0.45959 -0.28975
O -3.23925 -0.51275 -2.00187
C -2.23612 -0.42192 -1.34177
O -1.28200 0.48827 -1.59340
C -0.23808 0.44994 -0.58729
C -0.45120 -0.89385 0.10056
C -1.96549 -1.08354 -0.00379
H -0.38614 1.26820 0.11848
H 0.76147 0.52873 -1.01138
H -0.16344 -0.94931 1.15035
H 0.14605 -1.65805 -0.40145
H -2.40281 -0.57033 0.84738
H -2.22822 -2.13743 0.01024
C -3.13355 2.76470 0.68933
C -2.77692 2.94928 2.14582
O -3.08407 1.77013 2.89614
C -2.06277 0.95601 3.10452
O -0.97086 1.04785 2.64184
C -2.30120 -0.06729 4.23931
F -3.51622 -0.00829 4.75749
F -2.08927 -1.29178 3.75728
F -1.41394 0.16152 5.20441
H -4.21383 2.62882 0.61420
H -2.70422 1.82067 0.34432
H -2.85587 3.61092 0.06647
H -3.46514 3.68799 2.57697
H -1.81744 3.43024 2.34259
C -3.73894 -0.80483 -5.62283
C -3.40424 0.58714 -5.12945
O -1.99677 0.56222 -4.81077
C -1.34215 1.67842 -4.66243
O -1.81714 2.77171 -4.75994
C 0.12997 1.50108 -4.27174
F 0.40058 2.38805 -3.30954
F 0.47172 0.29613 -3.86656
F 0.88689 1.84645 -5.33106
H -3.55786 -1.55914 -4.86105
H -3.27260 -1.07399 -6.56712
H -4.81679 -0.79700 -5.82234
H -3.97921 0.92012 -4.26787
H -3.52638 1.35096 -5.90132

=====

[3]
Here is a molecular structure, C4H6FNS from the Open Molecules 2025 dataset. Energies are from ωB97M-V/def2-TZVPD.

Computed properties:
Total charge ... 0
Lowest unoccupied orbital energy ... -0.14 eV
Calculated total energy ... -19284.4551 eV
Energy relative to the best compared isomer or geometry (same formula, charge and spin) ... 82.4 kcal/mol
Highest occupied orbital energy ... -8.390 eV
Kohn-Sham gap ... 8.252 eV

Element x y z (Å)
C 1.85981 -0.59796 -0.62566
C -0.70801 0.17414 -0.43530
C -0.55556 0.32012 0.93021
C -1.70532 0.70336 1.54644
H 2.75767 0.26312 -0.51413
H 2.23531 -1.69057 -1.38580
H 1.40853 -1.12281 0.27992
H 0.33622 0.04875 -2.11414
H 0.46420 -0.00660 1.38023
H -2.64034 0.71461 0.75995
N 0.50137 -0.16408 -1.13431
F -1.90070 1.08721 2.75585
S -2.05318 0.27071 -1.44327